{
  "formula": "C21H23NO16",
  "method": "wB97M-V/def2-TZVPD",
  "species": ["O", "C", "N", "C", "O", "C", "C", "C", "C", "O", "O", "C", "C", "C", "H", "H", "H", "H", "H", "H", "H", "O", "C", "O", "C", "C", "O", "H", "H", "H", "H", "O", "C", "O", "C", "C", "O", "H", "H", "H", "H", "O", "C", "O", "C", "C", "O", "H", "H", "H", "H", "O", "C", "O", "C", "C", "O", "H", "H", "H", "H"],
  "positions_angstrom": [[0.0723, 2.8162, -0.1496], [-0.4650, 2.0394, 0.5878], [-1.2607, 2.4460, 1.7363], [-1.9767, 1.2623, 2.1659], [-2.9219, 1.2759, 2.9032], [-1.4037, 0.0943, 1.4563], [-1.6425, -1.2583, 1.6200], [-0.9738, -2.1406, 0.7824], [-1.2362, -3.6231, 0.8867], [-0.0331, -4.3782, 0.8817], [0.0603, -5.0540, -0.3813], [-0.0946, -1.6561, -0.2025], [0.1415, -0.3010, -0.3625], [-0.5206, 0.5613, 0.4973], [-0.6235, 2.7252, 2.4793], [-2.3314, -1.6127, 2.3760], [-1.8551, -3.9047, 0.0362], [-1.7719, -3.8487, 1.8090], [0.9457, -4.7905, -0.6668], [0.4034, -2.3557, -0.8623], [0.8248, 0.0918, -1.1027], [-8.9917, -0.8784, 4.3595], [-8.0545, -0.3305, 3.8816], [-8.1071, 0.4819, 2.7964], [-6.8406, 1.1327, 2.6571], [-5.9077, 0.1830, 3.3809], [-6.7848, -0.4237, 4.3385], [-6.6009, 1.2607, 1.6049], [-6.8926, 2.1113, 3.1373], [-5.5140, -0.5943, 2.7233], [-5.0828, 0.6803, 3.8786], [4.4273, -1.0619, -0.8167], [4.3666, 0.1082, -0.6145], [3.2697, 0.8694, -0.8139], [3.5077, 2.1720, -0.2609], [5.0230, 2.2476, -0.2760], [5.3903, 0.8633, -0.1614], [3.0212, 2.9282, -0.8694], [3.0956, 2.2017, 0.7489], [5.4170, 2.6384, -1.2151], [5.4430, 2.8116, 0.5513], [7.8934, 3.3010, -3.0708], [8.1197, 2.1617, -2.8231], [8.2664, 1.6618, -1.5746], [8.2694, 0.2316, -1.6582], [8.7129, -0.0061, -3.0887], [8.2496, 1.1807, -3.7449], [8.9428, -0.1879, -0.9161], [7.2572, -0.1262, -1.4709], [9.7980, -0.0632, -3.1883], [8.2618, -0.8827, -3.5447], [-3.7407, -2.7552, -0.6436], [-3.9201, -1.7585, -1.2664], [-4.2802, -1.7138, -2.5651], [-4.6070, -0.3602, -2.9014], [-3.8345, 0.4226, -1.8555], [-3.7793, -0.5080, -0.7674], [-4.3019, -0.1472, -3.9217], [-5.6859, -0.2286, -2.8090], [-2.8148, 0.6510, -2.1709], [-4.3289, 1.3371, -1.5395]],
  "atomic_forces_ev_per_a": [[0.3, 0.0, 0.1], [-0.3, 0.1, 0.2], [0.3, -1.0, -0.2], [-0.1, 0.1, -0.1], [0.2, 0.1, 0.3], [0.2, 0.0, -0.2], [0.0, 0.1, -0.1], [0.1, 0.0, -0.1], [0.1, 0.3, -0.2], [0.0, -0.1, 0.1], [0.0, 0.0, -0.1], [-0.1, 0.0, 0.1], [-0.1, 0.1, 0.1], [-0.2, 0.0, 0.0], [-0.4, 0.7, 0.0], [0.0, 0.0, 0.0], [0.0, -0.2, 0.1], [0.0, -0.1, 0.0], [0.0, 0.0, 0.0], [0.0, 0.0, 0.1], [0.0, -0.1, 0.0], [0.0, 0.0, 0.0], [0.0, 0.0, 0.0], [0.0, 0.0, 0.0], [0.1, 0.1, 0.0], [0.1, 0.0, 0.0], [0.0, 0.0, 0.0], [-0.1, -0.1, 0.0], [0.0, 0.0, 0.0], [0.0, 0.0, 0.0], [0.0, 0.0, 0.1], [0.0, 0.0, 0.0], [0.0, 0.0, 0.0], [-0.1, 0.0, 0.0], [0.0, 0.1, 0.0], [0.0, 0.1, 0.0], [0.0, 0.1, 0.0], [0.0, -0.1, -0.1], [0.0, 0.0, 0.0], [0.0, 0.0, 0.0], [0.0, -0.1, 0.0], [0.0, 0.1, 0.0], [0.0, -0.1, 0.0], [0.0, 0.0, 0.0], [-0.1, -0.2, 0.0], [0.1, 0.0, 0.1], [0.0, 0.0, 0.0], [0.0, 0.1, 0.0], [0.0, 0.0, 0.0], [0.0, 0.0, 0.0], [-0.1, 0.1, -0.1], [-0.1, 0.0, 0.0], [0.1, 0.0, 0.0], [0.0, 0.0, 0.0], [0.0, 0.1, 0.0], [0.0, 0.1, -0.1], [0.0, 0.0, 0.0], [0.1, -0.1, 0.0], [0.0, 0.0, 0.0], [0.0, 0.0, 0.0], [0.0, -0.1, 0.1]],
  "mulliken_charge": [-0.55, 0.07, -0.30, -0.08, -0.49, 0.31, -0.56, 1.35, -0.53, -0.25, -0.37, -0.86, -0.75, 0.30, 0.32, 0.39, 0.34, 0.41, 0.32, 0.34, 0.61, -0.52, 0.62, -0.35, -0.24, 0.05, -0.36, 0.21, 0.27, 0.07, 0.26, -0.57, 0.68, -0.24, -0.32, -0.30, -0.32, 0.35, 0.20, 0.16, 0.34, -0.54, 0.71, -0.34, 0.01, -0.36, -0.35, 0.32, -0.01, 0.25, 0.31, -0.53, 0.53, -0.35, -0.39, -0.29, -0.12, 0.32, 0.27, 0.21, 0.33],
  "charge": 0,
  "e_tot_ha": -2072.590951,
  "lumo_energy_ev": -0.7,
  "orbital_gap_ev": 9.20,
  "smiles": "O=C1NC(=O)c2cc(COO)ccc21.O=C1OCCO1.O=C1OCCO1.O=C1OCCO1.O=C1OCCO1"
}